# 1
22
Properties=species:S:1:pos:R:3:forces:R:3 method="wB97M-V/def2-TZVPD" e_above_lowest_kj_mol=544.87 e_homo_ev="-9.438 / -7.943" total_charge=0 homo_lumo_gap_ev="10.054 / 6.777" energy_ev=-14790.6929
C -1.744 0.036 -0.652 -1.0534 -2.3277 1.7553
C 0.015 -0.650 -2.155 2.3711 1.6177 0.2939
C -0.204 -1.857 0.047 2.0379 1.2812 1.7482
C 1.248 0.237 2.886 1.1426 -2.0945 -0.1453
C -0.307 -0.506 -0.679 -2.2838 -1.1620 0.0402
N 0.392 0.401 0.069 1.6584 0.6560 0.9497
Si 0.713 2.052 0.041 -0.8679 0.6248 -1.7869
H -2.487 -0.686 -1.061 0.6048 0.0953 0.4817
H -1.947 0.257 0.384 -0.6362 -0.2258 0.4862
H -1.945 0.913 -1.143 0.2584 2.3090 -1.6102
H 0.921 -0.002 -2.323 -0.7825 -0.8584 -0.4304
H -0.775 -0.331 -2.774 -0.8861 0.7073 -0.7112
H 0.195 -1.649 -2.433 0.6558 -1.2927 -0.2063
H -0.574 -2.622 -0.513 -1.5310 -2.2374 -1.5867
H 0.900 -2.037 0.027 -0.6800 -0.0658 0.5133
H -0.584 -1.942 1.114 0.4488 0.5838 -1.3763
H 1.534 1.260 2.875 0.1442 0.4862 -0.0174
H 0.372 -0.127 3.371 -0.6252 0.2571 0.2428
H 1.939 -0.597 2.588 -0.5900 1.3444 0.1620
H 0.349 2.612 -1.336 0.2848 0.1038 0.7207
H 0.048 2.679 1.132 -1.4792 0.4094 0.6701
H 1.940 2.558 0.535 1.8086 -0.2117 -0.1934


# 2
12
Properties=species:S:1:pos:R:3:forces:R:3 method="wB97M-V/def2-TZVPD" e_above_lowest_kj_mol=308.62 e_homo_ev=-9.605 total_charge=0 homo_lumo_gap_ev=8.992 energy_ev=-15178.2689
C -2.038 -0.169 -0.172 -3.2396 0.6917 -1.3313
C -3.156 -0.084 0.556 -0.4276 0.7929 -1.0668
C 3.144 0.593 0.095 0.0177 1.5835 1.8743
O 0.398 -0.990 -1.031 1.6811 -0.0994 0.0527
O 3.346 -0.795 -0.354 0.9392 -1.7580 -0.4544
Si 1.787 -0.530 -0.590 -0.0918 1.7640 0.4668
H -2.231 -0.142 -1.280 0.8590 -0.1067 1.1576
H -1.063 -0.119 0.207 0.8228 -0.3516 0.4243
H -3.204 -0.013 1.605 0.4815 -0.1168 1.3251
H -4.163 0.142 0.143 0.8637 -0.7079 -0.2509
H 3.384 0.745 1.247 -0.8387 -0.5913 -2.3178
H 3.795 1.362 -0.424 -1.0672 -1.1006 0.1205


# 3
13
Properties=species:S:1:pos:R:3:forces:R:3 method="wB97M-V/def2-TZVPD" e_above_lowest_kj_mol=295.20 e_homo_ev=-8.714 total_charge=0 homo_lumo_gap_ev=9.482 energy_ev=-6785.4530
C 1.911 0.568 0.046 -1.3857 2.6417 -1.6545
C -1.398 -0.627 -0.259 -0.7997 0.1633 0.6367
C 1.510 1.632 -0.568 0.9000 1.9455 1.9464
C 2.343 -0.554 0.389 1.9161 -3.1592 1.8178
C -2.745 -0.587 0.264 0.8126 -2.0931 1.1586
N -0.328 -0.701 -0.638 0.4971 -0.3970 -0.7052
H 1.259 1.657 -1.571 -0.2525 -0.3702 -1.9853
H 1.596 2.637 -0.128 -0.5586 -0.5937 0.2571
H 3.423 -0.580 0.507 0.0927 -0.5358 -0.3426
H 1.775 -1.435 0.678 -0.0478 0.4459 0.1517
H -2.828 -0.379 1.312 0.3981 0.9174 0.5065
H -3.129 -1.594 0.279 -0.1160 -0.6264 -0.4827
H -3.389 -0.039 -0.313 -1.4565 1.6616 -1.3043


# 4
17
Properties=species:S:1:pos:R:3:forces:R:3 method="wB97M-V/def2-TZVPD" e_above_lowest_kj_mol=558.18 e_homo_ev=-11.949 total_charge=+1 homo_lumo_gap_ev=7.647 energy_ev=-17660.5373
C 1.550 0.968 0.294 -0.8833 -1.7040 1.1243
C 1.413 -0.124 1.403 2.2732 -0.0282 -2.6342
C -2.316 0.318 -1.006 0.3520 -0.8200 0.6296
C -1.534 -0.464 0.013 0.3262 -1.7231 -0.5100
C 1.395 -0.424 -0.048 0.6862 -0.9129 -0.6777
N 1.647 -1.235 -1.044 1.2060 1.7258 -0.3476
S -2.757 0.550 0.761 -0.6148 1.7094 0.3697
H 0.602 1.434 0.203 -0.5008 0.9470 -0.3540
H 2.451 1.489 0.206 1.1182 0.8126 -0.3851
H 2.291 -0.408 1.961 0.2468 -0.2405 -0.1380
H 0.532 -0.228 1.868 -3.0255 -0.0474 1.7633
H -1.767 1.147 -1.441 -0.3848 0.1249 -0.0275
H -3.136 -0.120 -1.593 0.2930 0.3790 0.3110
H -2.028 -1.453 0.252 0.7919 0.6315 -0.6860
H 2.228 -0.896 -1.863 -1.5369 -0.2166 1.1292
H -2.040 1.669 1.094 -0.3498 -0.2290 -0.1880
H 1.469 -2.223 -1.061 0.0023 -0.4087 0.6211


# 5
8
Properties=species:S:1:pos:R:3:forces:R:3 method="wB97M-V/def2-TZVPD" e_above_lowest_kj_mol=136.80 e_homo_ev="-6.989 / -10.410" total_charge=0 spin_multiplicity=3 homo_lumo_gap_ev="7.723 / 7.477" energy_ev=-75243.4339
C -0.922 0.690 -1.493 0.5400 -1.0973 1.3799
C -0.570 -0.142 -0.657 -0.0694 -0.0337 -1.2096
C -0.050 -1.268 0.006 -6.8902 3.2103 -0.3665
O 1.087 -1.636 -0.030 7.2798 -2.0899 -0.2801
Br 0.662 1.496 2.409 0.3290 0.0009 -0.2465
H -1.228 1.400 -2.213 -0.1335 0.2612 -0.0571
H -0.654 -1.949 0.582 -0.7332 -0.2696 0.4954
H 1.676 1.410 1.397 -0.3224 0.0181 0.2845


# 6
117
Properties=species:S:1:pos:R:3:forces:R:3 method="wB97M-V/def2-TZVPD" e_above_lowest_kj_mol=0.00 e_homo_ev="-6.076 / -7.399" total_charge=0 spin_multiplicity=3 homo_lumo_gap_ev="5.798 / 6.579" energy_ev=-159275.6726
Au -0.093 -0.274 0.008 -0.5044 -0.4679 -0.4302
C 0.898 -0.206 3.500 0.3263 0.0329 0.1708
Si -0.483 0.047 2.304 -0.0025 0.1410 -0.3515
C -1.141 1.798 2.527 -0.0067 0.1824 -0.0734
C -0.826 2.452 3.730 -0.0327 -0.0245 -0.0846
C -1.293 3.727 4.005 -0.0314 0.0088 -0.0518
C -2.094 4.384 3.079 0.0203 -0.0310 0.0354
C -2.413 3.760 1.885 -0.0084 -0.0643 -0.0344
C -1.943 2.478 1.593 0.0823 0.0569 0.0173
P -2.376 1.673 -0.010 -0.1718 0.2116 0.3392
C -4.200 1.909 0.024 0.0020 -0.0948 0.0795
C -4.935 2.791 -0.759 -0.0399 0.0637 0.0141
C -6.321 2.851 -0.643 0.0580 -0.0155 0.0013
C -6.987 2.031 0.255 0.0303 -0.0225 0.0163
C -6.262 1.147 1.047 0.0515 0.0185 -0.0335
C -4.883 1.084 0.926 -0.0380 0.0158 -0.0257
C -1.750 2.841 -1.261 0.0041 -0.0822 -0.0641
C -0.715 3.734 -0.992 -0.0126 0.0523 0.0044
C -0.165 4.501 -2.012 -0.0329 -0.0229 -0.0714
C -0.641 4.384 -3.311 0.0164 0.0039 0.0680
C -1.655 3.477 -3.594 0.0071 -0.0078 0.0220
C -2.193 2.702 -2.580 0.0149 -0.0813 0.0178
C -1.850 -1.184 2.731 -0.0827 -0.1175 -0.0307
C -2.394 -1.159 4.020 -0.0284 0.0097 -0.0202
C -3.412 -2.030 4.380 -0.0019 -0.0178 -0.0250
C -3.900 -2.951 3.458 0.0059 0.0106 -0.0090
C -3.367 -3.002 2.179 0.0668 -0.0047 0.0014
C -2.339 -2.129 1.821 -0.0876 0.1610 0.0148
P -1.579 -2.124 0.172 0.2798 -0.4647 0.3717
C -0.353 -3.475 0.172 -0.0285 0.0032 -0.0595
C -0.020 -4.189 1.321 -0.0532 0.0183 -0.0208
C 1.027 -5.103 1.286 0.0077 -0.0051 -0.0532
C 1.745 -5.300 0.114 -0.0507 0.0245 -0.0067
C 1.412 -4.593 -1.037 -0.0058 -0.0079 0.0343
C 0.369 -3.680 -1.011 -0.0753 0.0743 0.0250
C -2.873 -2.601 -0.995 0.0014 0.1494 0.0367
C -2.944 -3.878 -1.539 -0.0696 0.0059 -0.0551
C -4.011 -4.213 -2.367 0.0307 0.0420 0.0015
C -4.999 -3.280 -2.646 0.0480 -0.0248 0.0124
C -4.920 -1.999 -2.111 0.0200 -0.0169 -0.0135
C -3.856 -1.659 -1.295 -0.0202 0.0539 -0.0041
H 0.553 0.037 4.513 0.0903 -0.1072 -0.1229
H 1.229 -1.244 3.501 0.0658 -0.0529 -0.0407
H 1.756 0.431 3.260 -0.0835 -0.0881 0.0539
H -0.199 1.960 4.465 -0.0421 0.0764 -0.0581
H -1.029 4.210 4.939 -0.0165 -0.0166 -0.0226
H -2.465 5.381 3.288 0.0130 -0.0373 -0.0165
H -3.039 4.273 1.162 0.0173 -0.0129 0.0092
H -4.431 3.448 -1.456 0.0161 0.0068 -0.0285
H -6.880 3.546 -1.257 0.0183 -0.0037 -0.0083
H -8.067 2.079 0.338 0.0511 -0.0022 0.0003
H -6.773 0.501 1.751 0.0288 0.0195 -0.0158
H -4.321 0.386 1.542 -0.0065 -0.0157 -0.0078
H -0.331 3.836 0.016 -0.0221 0.0153 -0.0039
H 0.640 5.191 -1.789 -0.0179 -0.0167 0.0008
H -0.215 4.987 -4.103 -0.0015 -0.0242 0.0216
H -2.011 3.357 -4.611 0.0118 -0.0046 0.0625
H -2.945 1.956 -2.820 -0.0017 0.0368 0.0059
H -2.037 -0.432 4.746 -0.0229 -0.0465 -0.0475
H -3.834 -1.985 5.377 0.0186 -0.0082 -0.0438
H -4.699 -3.629 3.738 0.0478 0.0451 -0.0195
H -3.747 -3.719 1.459 0.0075 0.0401 0.0035
H -0.576 -4.034 2.240 0.0422 -0.0095 -0.0460
H 1.282 -5.663 2.179 -0.0252 0.0262 -0.0307
H 2.567 -6.006 0.096 -0.0300 0.0224 -0.0034
H 1.959 -4.744 -1.961 -0.0425 0.0181 0.0479
H 0.109 -3.137 -1.919 0.0325 -0.0308 0.0599
H -2.170 -4.607 -1.338 -0.0086 0.0008 0.0082
H -4.058 -5.203 -2.802 0.0050 0.0244 0.0106
H -5.827 -3.546 -3.291 0.0304 0.0032 0.0114
H -5.682 -1.262 -2.338 0.0259 -0.0147 0.0124
H -3.779 -0.653 -0.900 -0.0076 -0.0432 0.0083
N 0.457 0.578 -3.564 0.0783 0.0335 -0.0483
C -0.604 -0.244 -3.350 -0.3888 -0.2605 0.1242
O -0.950 -0.554 -2.161 0.5858 0.2503 0.0570
C -1.338 -0.745 -4.447 -0.0066 0.1416 -0.0648
I -0.034 -3.151 -4.940 0.1369 -0.0138 0.0737
H 1.062 0.763 -2.781 -0.0059 0.0367 0.0560
H 0.902 0.547 -4.467 -0.0327 0.0174 0.0205
H -1.155 -0.374 -5.445 -0.0102 0.0081 0.0641
H -2.271 -1.247 -4.243 0.0636 0.0226 0.0161
C 1.557 0.887 0.042 -0.0600 0.3368 0.0124
Ge 3.459 0.490 -0.009 -0.1267 0.0389 -0.0526
C 4.291 2.189 0.456 0.1428 0.1739 0.0573
C 4.812 3.043 -0.519 -0.0277 0.0627 0.1499
C 5.306 4.298 -0.173 -0.0405 -0.0641 0.0377
C 5.286 4.712 1.153 -0.0108 -0.0340 -0.0227
C 4.771 3.873 2.134 -0.0125 -0.0386 -0.0301
C 4.277 2.621 1.786 0.0588 0.0620 -0.1159
C 4.077 -0.874 1.230 0.0469 -0.1128 0.2719
C 3.335 -2.029 1.476 0.0379 -0.0426 -0.0658
C 3.833 -3.032 2.299 -0.0280 0.0050 0.0319
C 5.086 -2.894 2.881 0.0444 0.0739 -0.0297
C 5.848 -1.759 2.626 -0.0578 0.0071 -0.0536
C 5.346 -0.756 1.804 -0.1445 -0.0938 0.1108
C 4.127 -0.100 -1.739 0.0553 -0.0118 -0.2753
C 5.486 0.070 -2.030 -0.1172 0.0172 -0.0334
C 6.017 -0.372 -3.234 -0.0626 -0.0138 0.0340
C 5.195 -0.996 -4.166 -0.0617 -0.0135 -0.0134
C 3.849 -1.195 -3.885 0.0254 0.0344 0.0471
C 3.323 -0.753 -2.674 0.1332 -0.0770 0.0636
H 1.392 1.966 0.119 0.0245 -0.1089 -0.0158
H 4.834 2.728 -1.558 -0.0144 0.0325 0.0490
H 5.703 4.953 -0.939 0.0006 -0.0219 0.0226
H 5.673 5.688 1.423 -0.0180 -0.0345 -0.0131
H 4.756 4.193 3.170 0.0008 -0.0175 -0.0571
H 3.880 1.972 2.561 0.0206 0.0255 -0.0316
H 2.371 -2.165 0.990 -0.0249 0.0024 0.0997
H 3.243 -3.924 2.484 0.0395 0.0768 -0.0326
H 5.475 -3.673 3.526 -0.0074 0.0163 -0.0236
H 6.835 -1.659 3.062 -0.0424 0.0084 -0.0008
H 5.945 0.132 1.620 -0.0215 -0.0423 0.0059
H 6.139 0.556 -1.310 -0.0388 -0.0270 -0.0370
H 7.071 -0.231 -3.445 -0.0456 -0.0026 0.0048
H 5.605 -1.336 -5.110 -0.0069 0.0052 0.0318
H 3.205 -1.697 -4.598 -0.0090 -0.0234 0.0384
H 2.278 -0.953 -2.455 0.0458 -0.0014 -0.0289


# 7
8
Properties=species:S:1:pos:R:3:forces:R:3 method="wB97M-V/def2-TZVPD" e_above_lowest_kj_mol=461.41 e_homo_ev="-9.167 / -9.529" total_charge=0 homo_lumo_gap_ev="7.407 / 8.118" energy_ev=-18976.5461
C 0.573 0.305 -1.507 -0.0348 0.3294 -1.9487
N -0.251 -0.353 0.540 0.4838 0.8317 -0.7118
N 0.667 0.246 -0.207 0.6300 -0.2396 3.7787
O -0.976 -0.277 3.040 -0.6898 -0.4581 0.6549
O -0.368 -0.093 -2.139 -1.6158 -0.8636 -1.2411
S 0.013 0.247 2.127 0.0182 -0.3106 -1.0856
H 1.396 0.828 -1.991 0.3810 0.0232 0.0539
H -1.055 -0.903 0.137 0.8274 0.6877 0.4998


# 8
65
Properties=species:S:1:pos:R:3:forces:R:3 method="wB97M-V/def2-TZVPD" e_homo_ev=-9.836 total_charge=+1 homo_lumo_gap_ev=6.225 energy_ev=-125727.4666
C 0.110 2.984 -0.709 -0.0018 -0.7346 -0.0727
C 0.270 1.607 -0.719 -0.1325 0.7923 -0.0453
C -0.589 0.661 -1.554 2.5558 1.0338 -1.7457
P 0.555 -0.702 -2.225 -0.2693 -2.1639 0.0985
O 2.078 -0.253 -1.799 -0.4452 0.5114 -0.4575
Cl 0.580 -0.622 -4.300 0.0892 0.5551 0.2364
C -1.312 1.416 -2.666 -0.7853 -0.9245 -0.2306
C -2.450 0.577 -3.288 0.2106 0.1720 0.1263
C -3.312 -0.197 -2.282 -0.9384 1.1029 -1.1138
Br -5.173 0.427 -2.439 0.1841 -0.3194 0.2108
N -2.948 0.062 -0.864 -0.0800 -1.0723 0.2836
C -1.496 -0.033 -0.538 0.7532 0.5480 0.5291
H -0.436 3.412 0.126 2.0533 0.6318 1.1776
H 0.472 3.633 -1.499 -1.8171 -0.0474 -1.0335
H 1.023 1.166 -0.069 -1.3831 -0.3814 1.5131
H 2.700 -0.852 -2.248 -0.0149 0.3831 0.0534
H -0.617 1.625 -3.471 0.1306 0.2478 0.0029
H -1.726 2.365 -2.328 0.1518 0.0792 0.2994
H -2.067 -0.130 -4.016 0.1539 -0.1566 0.0413
H -3.090 1.250 -3.843 -0.0970 0.0756 -0.1093
H -3.359 -1.251 -2.515 0.2582 -0.2579 0.4762
H -3.418 -0.657 -0.306 -0.1211 0.1515 0.0583
H -3.364 0.944 -0.554 0.2365 0.1806 -0.2065
H -1.178 -1.063 -0.383 -0.4696 -0.3123 -0.2451
H -1.365 0.456 0.428 -0.1277 0.0286 0.1255
N 3.028 -3.153 -0.678 0.0211 0.0952 -0.1016
C 2.652 -3.839 0.444 -0.0824 -0.0433 0.0353
C 3.317 -5.036 0.446 -0.0162 0.0617 0.0166
C 4.131 -5.071 -0.717 0.0265 0.0335 -0.0366
C 3.934 -3.895 -1.389 -0.0160 -0.0214 -0.0264
H 2.690 -2.243 -0.937 0.0273 -0.1864 0.3020
H 1.945 -3.420 1.140 0.0076 -0.0181 0.0205
H 3.231 -5.802 1.198 0.0153 -0.0018 0.0041
H 4.785 -5.868 -1.025 -0.0056 -0.0091 0.0009
H 4.358 -3.527 -2.309 0.0234 -0.0318 -0.0020
N -0.749 2.902 3.506 -0.0322 -0.0694 -0.0762
C -1.220 1.623 3.645 -0.0545 0.0356 -0.1747
C -0.162 0.766 3.469 -0.0919 0.0095 -0.1118
C 0.989 1.564 3.222 0.0625 -0.1329 -0.1325
C 0.594 2.873 3.253 -0.0679 0.1686 -0.0675
H -1.304 3.737 3.579 0.0881 0.0425 0.1195
H -2.259 1.434 3.859 0.0208 -0.0129 0.0860
H -0.207 -0.310 3.518 0.0173 0.0039 0.0867
H 1.993 1.218 3.044 0.0105 -0.0124 0.0541
H 1.150 3.785 3.116 0.0054 0.0078 0.0514
N -1.515 7.194 3.252 0.0305 -0.0742 0.0631
C -0.409 6.675 2.630 -0.0836 -0.0927 -0.0386
C 0.700 7.176 3.259 0.0060 -0.0826 -0.0004
C 0.247 8.025 4.302 -0.0267 0.0210 0.0380
C -1.122 8.015 4.274 -0.0102 -0.0020 -0.0237
H -2.467 7.004 2.998 -0.0003 0.0651 -0.0150
H -0.507 6.000 1.796 0.0279 0.0506 -0.0459
H 1.723 6.958 3.000 0.0053 0.0164 -0.0034
H 0.856 8.581 4.994 0.0041 0.0033 -0.0011
H -1.846 8.520 4.889 0.0144 0.0204 0.0057
N -0.385 -7.527 -2.929 0.0161 0.0117 0.0045
C 0.199 -6.320 -3.206 -0.0697 0.0041 0.0087
C 0.740 -5.840 -2.042 -0.0433 0.1019 -0.0594
C 0.475 -6.796 -1.026 -0.0534 -0.0397 0.0557
C -0.219 -7.826 -1.604 -0.0423 0.0132 -0.0328
H -0.861 -8.106 -3.596 0.0350 -0.0162 0.0008
H 0.180 -5.911 -4.201 0.0268 -0.0022 -0.0034
H 1.270 -4.908 -1.930 0.0624 -0.0364 0.0183
H 0.762 -6.733 0.010 0.0347 -0.0026 -0.0060
H -0.606 -8.741 -1.190 0.0130 -0.0016 0.0147


# 9
13
Properties=species:S:1:pos:R:3:forces:R:3 method="wB97M-V/def2-TZVPD" e_above_lowest_kj_mol=206.92 e_homo_ev=-13.795 total_charge=+1 homo_lumo_gap_ev=8.477 energy_ev=-6769.0251
C 0.509 -1.542 -1.096 0.0930 1.6692 1.0300
N 1.455 -0.733 -0.702 -1.5112 -1.3305 -1.4320
H 0.534 -2.581 -0.899 0.9801 -0.9620 0.5794
H -0.481 -1.332 -1.480 0.5832 1.2446 -0.7517
H 1.545 0.275 -0.864 -0.7081 -0.3755 0.0512
H 2.191 -1.155 -0.182 0.8950 -0.2356 0.2863
C -0.336 1.913 0.320 -0.8861 -0.1382 -0.3785
C -0.620 0.879 1.116 0.1999 -1.3157 -2.8242
O -1.048 -0.293 0.406 -3.8119 -0.6539 2.9747
H 0.091 2.789 0.726 0.4393 0.8174 0.5075
H -0.676 2.027 -0.759 0.4783 -0.7070 1.5514
H -0.417 0.615 2.138 0.1233 0.8177 0.3956
H -1.911 -0.662 0.941 3.1253 1.1694 -1.9897